A 6-piece molecular cluster, C54H62BrClFN4O16P2S overall in a non-equilibrium geometry, computed with ωB97M-V/def2-TZVPD.

## Properties
total charge	+1
calculated total energy	-210389.0849	eV
HOMO-LUMO gap	6.529	eV
ΔE to the lowest compared entry with this formula, charge and spin	188.5	kcal per mole
E_LUMO	-4.559	eV

Element x y z (Å)
C -5.5221 -2.6308 -1.8521
C -5.8464 -1.0866 -1.3449
P -5.3951 -0.7096 0.4568
C -6.5612 -1.9349 1.4388
N -3.7650 -1.1559 0.9679
C -2.5846 -0.4239 0.7604
N -1.3467 -0.9515 1.4043
P -0.8026 -2.3574 0.5233
C -1.7077 -2.7099 -1.1158
C -1.3541 -3.8614 1.6425
C -1.1295 -3.5966 3.2401
C -0.3130 0.0748 1.8242
C -0.7195 0.5831 3.3083
C -2.1933 0.2519 3.9092
O -2.8986 1.3043 4.4123
F -2.8663 -1.0630 4.0071
C 1.1415 -0.6447 2.0071
C 2.3410 -0.0046 2.8352
C 2.3915 1.5285 3.3127
C 2.6297 -0.8974 4.2282
C -0.3757 1.1889 0.5796
C 0.9839 2.0430 0.2743
C 1.2747 2.0840 -1.3827
C 1.7505 3.5514 -1.9220
C 1.1960 3.6502 -3.4979
S 1.6535 2.1687 -4.5473
O 2.9755 1.4660 -4.1564
O 1.8357 2.6222 -6.0483
Cl 0.1561 0.6732 -4.6168
C -1.8009 1.9574 0.3984
C -1.8611 3.2585 -0.5739
C -1.8240 4.7431 0.0878
C -0.7439 5.1196 1.2052
O -0.8378 4.8987 2.5403
O 0.5084 5.8240 0.7744
O -2.4504 2.4710 1.6342
C -3.9122 2.5497 1.5065
N -5.1840 2.7721 1.4468
N -2.7702 0.8391 -0.0523
Br -2.7306 0.5437 -1.8974
H -6.5425 -3.1769 -2.1227
H -4.9499 -3.2797 -1.0662
H -4.9361 -2.4980 -2.8795
H -5.5108 -0.2606 -2.1393
H -7.0410 -1.0205 -1.3893
H -6.6752 -1.6381 2.5638
H -7.6200 -1.9804 0.8875
H -6.1282 -3.0400 1.3085
H -3.6650 -2.0531 1.5339
H -2.8650 -2.5598 -1.0712
H -1.4923 -3.8482 -1.3847
H -1.2169 -2.0562 -1.9861
H -2.4814 -4.1269 1.4530
H -0.7015 -4.7681 1.2989
H -2.1860 -3.7802 3.7637
H -0.3545 -4.3257 3.7526
H -0.8156 -2.5112 3.5375
H -0.5892 1.7708 3.3129
H 0.0048 0.2239 4.1901
H 0.9418 -1.6805 2.5726
H 1.5523 -0.8255 0.8982
H 3.3499 -0.1840 2.2151
H 1.5156 2.2324 2.9976
H 2.4467 1.5918 4.5039
H 3.4018 2.0470 2.9439
H 3.7252 -0.5676 4.5585
H 2.6516 -2.0524 3.9352
H 1.8151 -0.6559 5.0386
H -0.3033 0.4392 -0.3633
H 1.0284 3.1254 0.6928
H 1.9957 1.5377 0.6110
H 0.3105 1.7447 -1.9953
H 2.1158 1.3045 -1.6964
H 1.3962 4.4625 -1.2680
H 2.9365 3.5008 -2.0342
H 0.0055 3.6483 -3.4232
H 1.6098 4.6050 -4.0564
H -1.1807 3.2568 -1.5178
H -2.9737 3.2484 -1.0266
H -2.9081 4.9764 0.5326
H -1.7123 5.5149 -0.8171
H 1.2836 5.5325 1.3385
C -6.1611 -4.6299 6.4451
C -5.3444 -5.2689 7.2883
C -3.9695 -4.7906 7.5334
O -3.2207 -5.3761 8.3035
C -3.5329 -3.5786 6.8123
C -4.3495 -2.9395 5.9691
C -5.7244 -3.4178 5.7240
O -6.4733 -2.8324 4.9539
H -7.1722 -4.9678 6.2535
H -5.6501 -6.1588 7.8254
H -2.5217 -3.2407 7.0039
H -4.0439 -2.0496 5.4320
C 5.7305 -3.7246 4.4166
C 6.5471 -4.3637 5.2598
C 7.9220 -3.8854 5.5049
O 8.6709 -4.4708 6.2750
C 8.3587 -2.6733 4.7838
C 7.5420 -2.0343 3.9406
C 6.1671 -2.5126 3.6955
O 5.4183 -1.9271 2.9254
H 4.7194 -4.0625 4.2250
H 6.2415 -5.2536 5.7969
H 9.3698 -2.3354 4.9754
H 7.8477 -1.1444 3.4035
C 2.0082 -2.7414 -7.0884
C 1.0543 -2.1069 -6.4000
C -0.2982 -2.6812 -6.2575
O -1.1724 -2.1003 -5.6292
C -0.5551 -3.9837 -6.9035
C 0.3988 -4.6181 -7.5919
C 1.7513 -4.0438 -7.7344
O 2.6255 -4.6248 -8.3627
H 3.0051 -2.3338 -7.2032
H 1.2272 -1.1513 -5.9197
H -1.5520 -4.3913 -6.7887
H 0.2258 -5.5737 -8.0722
C 6.3897 3.0286 -1.1301
C 5.2844 3.1033 -0.3823
C 5.3403 3.5443 1.0254
O 4.3294 3.6112 1.7111
C 6.6638 3.9008 1.5739
C 7.7691 3.8261 0.8262
C 7.7132 3.3851 -0.5815
O 8.7241 3.3182 -1.2673
H 6.3663 2.7064 -2.1640
H 4.3061 2.8460 -0.7703
H 6.6872 4.2230 2.6078
H 8.7474 4.0834 1.2141
C -3.2770 4.5924 -8.7818
C -2.6327 5.4428 -7.9768
C -1.3074 5.1126 -7.4167
O -0.7179 5.8896 -6.6783
C -0.7213 3.8076 -7.7817
C -1.3656 2.9571 -8.5867
C -2.6909 3.2874 -9.1468
O -3.2804 2.5104 -9.8852
H -4.2500 4.8187 -9.2005
H -3.0490 6.4041 -7.7004
H 0.2517 3.5812 -7.3630
H -0.9493 1.9958 -8.8632

=====

A 3-piece molecular cluster, C23H39NO7S2Si overall in a non-equilibrium geometry, computed with ωB97M-V/def2-TZVPD.

## Properties
total charge	0
calculated total energy	-69839.9532	eV
HOMO-LUMO gap	8.401	eV
ΔE to the lowest compared entry with this formula, charge and spin	177.0	kcal per mole
E_LUMO	0.108	eV

Element x y z (Å)
C -1.1399 -0.0630 1.0235
C -0.1083 -1.1302 1.7214
O -0.6831 -2.0834 2.5070
N 1.3919 -1.1902 1.5393
Si 2.1793 0.4239 1.6248
C 1.6866 1.6536 0.2285
O 0.9399 2.7863 0.7971
C 1.8110 3.7329 1.5105
C 3.1596 4.3720 0.8014
C 4.1745 5.4631 1.4874
C 5.4403 5.9816 0.5380
C 3.8724 5.9980 3.0080
C 2.5211 5.3871 3.7789
C 1.4995 4.2800 3.0594
C 0.1810 3.8045 3.9260
C -0.2931 4.9355 5.0627
C 0.3704 2.3959 4.7428
C 1.9174 -1.9372 2.7808
C 1.8582 -1.2978 4.3175
O 2.4214 -3.1957 2.6569
H -1.1096 1.0234 1.4861
H -0.9057 -0.0727 -0.1448
H -2.2379 -0.5214 1.1105
H 3.6359 0.1812 1.4646
H 2.0269 1.1023 2.9071
H 0.9207 1.0707 -0.4763
H 2.5898 1.9470 -0.4573
H 3.3848 3.9997 -0.3083
H 4.9184 6.4785 -0.4136
H 6.0633 5.0515 0.1957
H 6.0644 6.8148 1.0857
H 4.5519 6.8052 3.5340
H 2.3473 5.8147 4.8726
H -0.7197 3.7355 3.1499
H -0.3098 6.0336 4.6229
H 0.5850 4.9285 5.8712
H -1.2699 4.6321 5.6309
H 0.0855 1.5165 3.9928
H 1.5181 2.2193 4.9995
H -0.3017 2.2959 5.7126
H 0.8979 -0.5899 4.3642
H 1.6859 -2.1109 5.1498
H 2.7774 -0.6221 4.5777
O -0.7750 -2.8458 -1.1943
S -2.1340 -3.0917 -0.7597
O -3.0493 -2.0174 -0.4304
C -2.9178 -4.1715 -1.9409
C -2.5939 -5.5719 -1.4423
C -2.7878 -5.5273 0.0727
C -2.0965 -4.2655 0.5866
H -2.5327 -3.9723 -2.9424
H -3.9945 -3.9803 -1.9061
H -3.2348 -6.3239 -1.9118
H -1.5517 -5.8217 -1.6744
H -3.8593 -5.4803 0.3020
H -2.3874 -6.4226 0.5584
H -2.6178 -3.8446 1.4501
H -1.0503 -4.4574 0.8400
O -3.5483 -3.9974 -5.5205
S -2.3935 -3.7161 -6.3473
O -1.5240 -4.7624 -6.8470
C -2.9130 -2.6995 -7.7156
C -2.7831 -1.2754 -7.1960
C -1.4595 -1.2316 -6.4340
C -1.4053 -2.4674 -5.5374
H -3.9319 -2.9588 -8.0082
H -2.2246 -2.8798 -8.5466
H -2.8068 -0.5464 -8.0112
H -3.6105 -1.0478 -6.5132
H -0.6269 -1.2568 -7.1476
H -1.3607 -0.3132 -5.8470
H -0.3825 -2.8340 -5.4190
H -1.8462 -2.2698 -4.5565

=====

C30H28CsF5N4O3SbSe4 as an isolated structure, computed with ωB97M-V/def2-TZVPD.

## Properties
total charge	-1
calculated total energy	-325727.1939	eV
HOMO-LUMO gap (alpha / beta)	6.215 / 6.148	eV
ΔE to the lowest compared entry with this formula, charge and spin	22.4	kcal per mole
E_LUMO (alpha / beta)	0.834 / 0.712	eV

Element x y z (Å)
Cs 0.7711 -0.0199 -0.2523
C -6.9104 1.2025 -0.1164
C -5.4241 1.3155 -0.3037
C -4.8417 1.3205 -1.5246
C -3.4225 1.4347 -1.6897
C -2.6972 1.3164 -2.8601
N -3.0376 1.0311 -4.1103
C -4.3471 0.7070 -4.6456
C -4.9057 -0.6375 -4.1783
C -4.2011 -1.8786 -4.7361
N -2.8571 -2.0832 -4.2200
C -2.4580 -2.2354 -2.9591
C -3.1478 -2.4012 -1.7753
C -4.5549 -2.6410 -1.6307
C -5.1330 -2.8195 -0.4217
C -6.6022 -3.0901 -0.2577
C -4.3013 -2.7343 0.7438
C -2.9661 -2.5007 0.7124
C -2.2427 -2.3598 1.9883
N -1.1400 -1.7625 2.1239
C -0.6379 -1.6222 3.4836
C -1.1274 -0.3317 4.1395
C -0.6979 0.9717 3.4652
N -1.2450 1.1049 2.1173
C -2.4532 1.4604 2.0438
C -3.2244 1.5068 0.7901
C -4.5739 1.3857 0.8501
C -2.5631 1.6564 -0.5150
O -1.3701 1.9521 -0.6165
C -2.2761 -2.3863 -0.5831
O -1.0505 -2.2943 -0.6618
H -7.4208 1.1233 -1.0766
H -7.3154 2.0704 0.4097
H -7.1664 0.3186 0.4735
H -5.4804 1.2570 -2.3960
H -1.6288 1.4689 -2.7331
H -2.2686 0.9851 -4.7628
H -4.2475 0.7162 -5.7331
H -5.0456 1.5053 -4.3881
H -5.9562 -0.6845 -4.4787
H -4.8928 -0.6705 -3.0897
H -4.1008 -1.7877 -5.8192
H -4.8083 -2.7674 -4.5510
H -2.1061 -2.0563 -4.8912
H -1.3766 -2.2159 -2.8482
H -5.1804 -2.7141 -2.5120
H -7.1093 -3.0964 -1.2230
H -7.0793 -2.3298 0.3658
H -6.7786 -4.0563 0.2214
H -4.7782 -2.8454 1.7156
H -2.7734 -2.7807 2.8590
H 0.4527 -1.6232 3.4581
H -0.9639 -2.4683 4.1049
H -0.7370 -0.3205 5.1588
H -2.2223 -0.3580 4.2045
H 0.3892 1.0092 3.4128
H -1.0282 1.8107 4.0919
H -3.0375 1.6895 2.9500
H -5.0390 1.3177 1.8312
Se 6.0721 1.1400 5.3598
Sb 4.2688 -0.3930 4.8086
Se 2.0411 -0.2426 5.8129
Se 5.8186 -2.1748 5.3574
Se 3.0710 -0.2427 2.6881
F -1.5226 1.3584 -7.8237
C -0.8422 1.0584 -6.6957
C -0.6881 -0.2482 -6.2834
F -1.2509 -1.2507 -6.9963
C -0.0116 -0.5569 -5.1218
F 0.0768 -1.8696 -4.7949
C 0.5823 0.3937 -4.2557
O 1.2036 0.1090 -3.1956
C 0.3747 1.7361 -4.7278
F 0.8774 2.7403 -3.9956
C -0.2856 2.0525 -5.8931
F -0.4205 3.3339 -6.2624

=====

A single C20H29N5O3S2 molecule in a non-equilibrium geometry, computed with ωB97M-V/def2-TZVPD.

## Properties
total charge	0
calculated total energy	-56474.6343	eV
HOMO-LUMO gap	8.637	eV
ΔE to the lowest compared entry with this formula, charge and spin	2.7	kcal per mole
E_LUMO	0.018	eV

Element x y z (Å)
C -4.6238 -2.4206 -1.6102
C -3.5406 -1.7671 -0.7563
C -2.1540 -2.0837 -1.3158
C -3.6184 -2.2152 0.7080
C -4.9023 -1.7837 1.4223
N -5.0211 -0.3440 1.4653
C -5.8825 0.3278 0.6841
O -6.7656 -0.1815 0.0264
C -5.6649 1.8408 0.7055
S -4.5185 2.3217 -0.6272
C -3.0206 1.7524 0.0361
N -2.8053 1.3421 1.2636
N -1.5280 0.9603 1.3439
C -0.9567 1.1534 0.1822
C 0.4347 0.8444 -0.0933
C 1.0131 -0.2318 0.5859
C 2.3335 -0.5646 0.3604
C 3.0765 0.1786 -0.5383
S 4.7924 -0.2623 -0.7940
O 5.3320 0.5966 -1.8144
O 4.8851 -1.6805 -0.9789
N 5.3960 0.1051 0.7289
C 6.4676 -0.7517 1.2140
C 7.7376 0.0710 1.0123
C 7.2576 1.4728 1.3875
C 5.8038 1.4968 0.8880
C 2.5287 1.2589 -1.1997
C 1.2048 1.5971 -0.9788
N -1.8777 1.6631 -0.7030
C -1.7674 1.9231 -2.1088
H -5.6095 -2.0659 -1.3220
H -4.5918 -3.5029 -1.5046
H -4.4740 -2.1738 -2.6591
H -3.6883 -0.6821 -0.7959
H -2.0675 -1.7390 -2.3442
H -1.9788 -3.1571 -1.3012
H -1.3752 -1.6036 -0.7253
H -2.7673 -1.7944 1.2509
H -3.5432 -3.3031 0.7557
H -4.8922 -2.1647 2.4482
H -5.7864 -2.1677 0.9114
H -4.2294 0.1637 1.8547
H -6.5969 2.3507 0.4659
H -5.2492 2.1959 1.6461
H 0.4092 -0.7864 1.2867
H 2.8022 -1.3967 0.8599
H 6.2956 -0.9519 2.2770
H 6.4476 -1.6883 0.6604
H 8.0298 0.0395 -0.0379
H 8.5659 -0.2735 1.6275
H 7.8550 2.2588 0.9313
H 7.2834 1.5971 2.4707
H 5.1326 1.9923 1.5952
H 5.7238 1.9920 -0.0821
H 3.1478 1.8186 -1.8829
H 0.7883 2.4621 -1.4706
H -2.7303 1.7147 -2.5781
H -1.0034 1.2772 -2.5396
H -1.5139 2.9692 -2.2937